[1]
122
Properties=species:S:1:pos:R:3 method="wB97M-V/def2-TZVPD" homo_lumo_gap_ha=0.1237 total_charge=+1 energy_ha=-2128.78189 homo_ev=-10.042 molar_mass_g_mol=728.59
Sr 0.365 1.430 -3.221
O 0.103 0.320 0.953
H 0.722 -0.298 1.388
C -5.804 4.547 -5.303
C -5.973 4.297 -3.757
C -7.380 4.359 -3.217
O -7.981 5.700 -3.351
C -9.342 5.884 -2.978
N -5.314 2.948 -3.505
H -6.771 4.562 -5.806
H -5.250 3.736 -5.774
H -5.229 5.458 -5.465
H -5.329 4.968 -3.188
H -7.504 4.038 -2.183
H -7.828 3.651 -3.914
H -9.893 4.960 -3.150
H -9.784 6.743 -3.483
H -9.471 6.155 -1.930
H -5.506 2.880 -2.516
H -6.017 2.246 -3.688
C 9.198 -3.295 -0.670
C 8.614 -2.258 -1.665
C 8.771 -2.705 -3.069
O 10.220 -2.757 -3.224
C 10.599 -3.274 -4.488
N 7.234 -2.049 -1.258
H 10.287 -3.242 -0.645
H 8.935 -4.339 -0.838
H 8.805 -2.982 0.298
H 9.135 -1.303 -1.592
H 8.395 -1.997 -3.808
H 8.393 -3.719 -3.200
H 11.687 -3.287 -4.432
H 10.314 -2.619 -5.311
H 10.241 -4.289 -4.663
H 7.077 -1.563 -0.387
H 6.990 -1.408 -1.999
C -2.458 -6.011 -5.456
C -1.599 -4.784 -5.987
C -2.129 -4.272 -7.291
O -1.842 -5.195 -8.292
C -1.890 -4.800 -9.692
N -1.223 -3.718 -4.998
H -2.029 -6.157 -4.465
H -2.309 -6.793 -6.201
H -3.510 -5.725 -5.435
H -0.586 -5.157 -6.141
H -1.601 -3.337 -7.479
H -3.207 -4.146 -7.187
H -2.789 -4.295 -10.047
H -1.816 -5.597 -10.432
H -1.072 -4.126 -9.945
H -0.611 -4.133 -4.309
H -2.128 -3.662 -4.553
C 2.202 3.231 8.520
C 1.155 2.466 7.662
C 0.089 3.490 7.219
O -0.815 3.980 8.280
C -1.655 3.092 9.019
N 1.756 1.878 6.427
H 2.836 3.843 7.879
H 2.796 2.499 9.068
H 1.719 3.806 9.310
H 0.772 1.593 8.190
H -0.605 3.003 6.535
H 0.533 4.339 6.698
H -2.578 3.552 9.371
H -1.157 3.002 9.984
H -1.761 2.106 8.566
H 1.144 1.784 5.629
H 2.590 2.292 6.034
C 5.439 9.146 1.356
C 4.470 8.212 0.640
C 3.765 7.258 1.606
O 4.640 6.235 2.229
C 5.183 5.354 1.285
N 3.510 9.004 -0.147
H 4.911 9.774 2.074
H 5.868 9.933 0.736
H 6.348 8.726 1.785
H 4.987 7.714 -0.180
H 2.897 6.737 1.204
H 3.354 7.812 2.450
H 5.447 5.794 0.324
H 4.348 4.747 0.933
H 6.070 4.806 1.601
H 2.732 9.138 0.483
H 3.053 8.349 -0.766
C -6.136 -2.467 2.187
C -5.714 -2.198 0.772
C -6.896 -2.449 -0.184
O -6.312 -2.566 -1.520
C -7.236 -2.267 -2.582
N -5.334 -0.811 0.742
H -5.291 -2.423 2.874
H -6.446 -3.504 2.321
H -6.940 -1.859 2.602
H -4.941 -2.938 0.563
H -7.626 -1.640 -0.197
H -7.462 -3.366 -0.020
H -6.725 -2.068 -3.524
H -7.957 -1.497 -2.307
H -7.956 -3.082 -2.666
H -4.334 -0.720 0.632
H -5.405 -0.484 1.695
C 2.131 -6.689 2.882
C 1.020 -5.666 3.054
C 1.052 -4.833 4.392
O 0.311 -5.614 5.329
C 0.362 -5.188 6.696
N 1.308 -4.807 1.870
H 1.792 -7.526 3.492
H 3.040 -6.241 3.284
H 2.306 -7.072 1.876
H 0.057 -6.082 2.760
H 0.426 -3.943 4.322
H 2.097 -4.613 4.613
H 1.308 -4.837 7.109
H -0.116 -6.025 7.205
H -0.349 -4.362 6.702
H 2.259 -4.471 1.930
H 0.759 -3.977 2.039



[2]
87
Properties=species:S:1:pos:R:3 method="wB97M-V/def2-TZVPD" homo_lumo_gap_ha=0.2427 energy_ha=-4108.64454 homo_ev=-9.229 molar_mass_g_mol=842.32 smiles="O=C(O[PH3]I)c1ccccc1.COP(=O)(OC)OC.COP(=O)(OC)OC.COP(=O)(OC)OC.COP(=O)(OC)OC"
O 3.604 -2.489 9.968
C 3.497 -1.416 9.295
O 4.621 -0.860 8.587
P 4.543 0.889 8.560
I 4.185 3.377 8.417
C 2.054 -0.696 9.230
C 1.388 -0.569 7.841
C 0.030 0.160 7.762
C -0.599 0.722 9.086
C 0.095 0.567 10.469
C 1.485 -0.162 10.563
H 3.694 0.790 7.414
H 4.110 0.974 9.922
H 5.947 1.026 8.321
H 1.936 -0.984 6.930
H -0.447 0.285 6.739
H -1.591 1.267 8.978
H -0.378 1.011 11.408
H 2.012 -0.245 11.578
C 3.516 -5.145 6.214
O 2.656 -5.294 5.087
P 3.314 -4.718 3.605
O 3.015 -3.273 4.013
O 2.051 -5.335 2.763
C 0.737 -5.268 3.297
O 4.055 -4.288 2.122
C 4.202 -2.930 1.758
H 3.110 -5.731 7.040
H 4.516 -5.511 5.977
H 3.565 -4.097 6.515
H 0.582 -4.359 3.878
H 0.548 -6.147 3.912
H 0.031 -5.274 2.466
H 4.859 -2.414 2.460
H 3.230 -2.437 1.696
H 4.664 -2.894 0.769
C 3.655 -0.758 -3.843
O 2.811 -1.780 -3.324
P 1.125 -1.475 -3.500
O 1.204 -0.510 -2.315
O 0.760 -2.980 -2.967
C 1.528 -3.575 -1.932
O -0.546 -1.183 -3.736
C -1.237 -0.255 -2.922
H 4.677 -1.140 -3.886
H 3.341 -0.478 -4.850
H 3.632 0.117 -3.189
H 1.878 -2.837 -1.210
H 2.373 -4.108 -2.367
H 0.900 -4.299 -1.411
H -0.840 0.750 -3.069
H -1.188 -0.547 -1.871
H -2.287 -0.256 -3.225
C -8.710 0.426 -3.697
O -7.352 0.262 -4.092
P -6.321 1.578 -3.679
O -6.898 2.356 -4.863
O -5.001 0.735 -4.167
C -5.080 -0.115 -5.302
O -5.288 2.866 -3.225
C -5.306 4.088 -3.937
H -9.220 -0.534 -3.799
H -8.768 0.747 -2.655
H -9.203 1.159 -4.339
H -5.758 0.279 -6.059
H -5.400 -1.109 -4.989
H -4.083 -0.201 -5.738
H -6.278 4.574 -3.840
H -5.050 3.930 -4.986
H -4.550 4.743 -3.497
C 1.243 3.183 -4.551
O 0.229 3.009 -5.537
P 0.337 4.084 -6.877
O -0.259 5.218 -6.040
O -0.855 3.281 -7.662
C -1.975 2.785 -6.942
O 0.564 5.052 -8.272
C 0.230 6.426 -8.256
H 1.219 2.327 -3.875
H 2.226 3.234 -5.023
H 1.058 4.093 -3.977
H -2.245 3.438 -6.112
H -1.759 1.780 -6.578
H -2.822 2.725 -7.627
H 0.855 6.964 -7.542
H -0.829 6.566 -8.033
H 0.424 6.829 -9.253



[3]
22
Properties=species:S:1:pos:R:3 method="wB97M-V/def2-TZVPD" homo_lumo_gap_ha="0.4086 / 0.1925" total_charge=+1 energy_ha=-1966.91918 homo_ev="-14.553 / -14.474" molar_mass_g_mol=397.66 spin_multiplicity=2 s2=0.76
Rb 3.876 15.059 9.411
C 2.801 16.691 13.708
F 1.888 16.050 14.466
F 2.287 17.024 12.532
F 3.159 17.846 14.357
S 4.285 15.486 13.459
O 4.805 15.765 12.122
O 5.245 15.728 14.556
N 3.511 13.928 13.308
S 3.959 13.197 14.589
O 5.267 12.664 14.524
O 3.596 13.876 15.844
C 2.743 11.646 14.425
F 3.149 10.688 15.267
F 1.413 11.970 14.664
F 2.894 11.149 13.209
C 1.858 16.058 6.437
O 1.498 15.588 7.741
H 1.106 16.726 6.016
H 2.768 16.658 6.435
H 2.081 15.288 5.699
H 0.828 14.913 7.609



[4]
74
Properties=species:S:1:pos:R:3 method="wB97M-V/def2-TZVPD" homo_lumo_gap_ha="0.3212 / 0.1956" total_charge=+2 energy_ha=-3841.39417 homo_ev="-13.849 / -13.851" molar_mass_g_mol=570.52 spin_multiplicity=5 s2=6.04
Co 1.018 0.451 -0.360
C -2.408 -4.061 -0.595
N -1.525 -3.168 -1.296
C -0.294 -3.736 -1.799
P -1.728 -1.484 -1.240
O -0.402 -0.839 -1.442
O -2.373 -1.094 0.223
P -1.594 -0.570 1.581
O -0.221 -0.056 1.273
N -1.661 -1.788 2.713
C -2.958 -2.473 2.974
C -0.529 -2.404 3.333
N -2.735 0.490 2.016
C -3.318 1.389 0.984
C -2.725 0.939 3.432
N -2.875 -1.019 -2.305
C -2.758 0.230 -3.058
C -4.073 -1.803 -2.528
H -3.449 -3.826 -0.804
H -2.236 -3.940 0.503
H -2.094 -5.092 -0.848
H -0.482 -4.452 -2.600
H 0.287 -4.260 -1.017
H 0.283 -2.920 -2.281
H -3.787 -2.085 2.363
H -3.265 -2.384 4.020
H -2.862 -3.564 2.720
H 0.338 -1.717 3.514
H -0.102 -3.240 2.694
H -0.799 -2.855 4.309
H -2.623 1.475 0.155
H -3.431 2.404 1.375
H -4.256 0.998 0.587
H -2.570 0.100 4.117
H -3.725 1.353 3.694
H -1.955 1.687 3.664
H -1.881 0.785 -2.722
H -3.632 0.860 -2.950
H -2.584 -0.024 -4.134
H -3.866 -2.872 -2.394
H -4.427 -1.568 -3.556
H -4.904 -1.516 -1.822
C 4.678 0.151 1.062
C 3.414 0.649 1.754
C 2.681 -0.458 2.495
O 2.511 1.249 0.758
H 5.251 -0.491 1.733
H 5.259 0.940 0.639
H 4.354 -0.434 0.207
H 3.673 1.431 2.484
H 2.687 -1.321 1.814
H 1.678 -0.237 2.821
H 3.281 -0.745 3.364
C 4.630 0.126 -4.371
C 3.543 -0.795 -3.831
C 2.846 -0.174 -2.777
N 2.216 0.266 -1.907
H 5.425 -0.437 -4.841
H 5.074 0.737 -3.591
H 4.261 0.845 -5.070
H 4.004 -1.693 -3.393
H 2.868 -1.206 -4.623
S -0.044 2.600 -1.070
C 0.799 3.864 -0.255
N 1.906 3.745 0.634
C 2.424 4.861 1.099
C 2.051 6.158 0.797
C 0.968 6.284 -0.051
C 0.342 5.185 -0.582
H 2.547 2.300 0.810
H 3.227 4.695 1.791
H 2.557 6.982 1.219
H 0.537 7.258 -0.302
H -0.468 5.313 -1.311